1.
{"formula": "C4H12N2", "method": "ωB97M-V/def2-TZVPD", "elements": ["C", "C", "N", "C", "C", "N", "H", "H", "H", "H", "H", "H", "H", "H", "H", "H", "H", "H"], "positions_angstrom": [[-1.0938, 1.1373, -1.9926], [-1.4072, 0.0736, -0.9586], [-0.9063, 0.2655, 0.3789], [0.5473, 0.2751, 0.6324], [0.8399, -1.1598, 1.1223], [2.2299, -1.2063, 1.6220], [-1.2147, 2.1879, -1.6657], [-0.0460, 1.2442, -2.2554], [-1.5965, 0.8616, -2.9193], [-2.5067, 0.0771, -0.8133], [-1.1431, -0.9045, -1.3566], [-1.3398, 1.0425, 0.8542], [1.0492, 0.4779, -0.3484], [0.8730, 1.0626, 1.3207], [0.7030, -1.8343, 0.2988], [0.0692, -1.4005, 1.8926], [2.5133, -0.2784, 1.8872], [2.4292, -1.9217, 2.3008]], "nbo_charge": [-0.641, -0.215, -0.645, -0.231, -0.212, -0.864, 0.206, 0.202, 0.214, 0.195, 0.187, 0.361, 0.180, 0.189, 0.179, 0.175, 0.354, 0.366], "total_charge": 0, "gap_ha": 0.35353, "spin_multiplicity": 1, "e_homo_ha": -0.3109}



2.
{"formula": "C2H15N2O4", "method": "ωB97M-V/def2-TZVPD", "elements": ["C", "N", "C", "N", "H", "H", "H", "H", "H", "H", "H", "H", "H", "O", "H", "H", "O", "H", "H", "O", "H", "H", "O"], "positions_angstrom": [[-0.9504, -1.8786, 0.8915], [0.9005, 0.6556, -0.9645], [0.2548, 0.0110, -0.0167], [-0.0515, -1.2581, -0.0554], [-0.4129, -1.9643, 1.8262], [-1.1813, -2.8583, 0.4833], [-1.9307, -1.4100, 0.9683], [1.1085, 0.4015, -1.9203], [1.2417, 1.5587, -0.6726], [-0.0545, 0.6371, 0.8443], [0.2831, -1.7602, -0.8661], [0.4308, -1.2927, -3.4549], [-1.0692, -1.1639, -3.3550], [-0.2596, -0.9099, -2.8889], [-1.2081, 1.5153, 3.1645], [-2.6284, 1.1391, 2.8860], [-1.7278, 0.8599, 2.6693], [0.2013, 3.8247, 4.4226], [-0.6179, 3.8810, 3.0044], [-0.0775, 3.3921, 3.6197], [3.0685, -1.4189, -2.9495], [2.3520, -1.0218, -4.3049], [2.3286, -0.9392, -3.3313]], "nbo_charge": [-0.422, -0.727, 0.394, -0.506, 0.228, 0.225, 0.234, 0.460, 0.413, 0.243, 0.435, 0.494, 0.490, -0.983, 0.496, 0.480, -0.976, 0.502, 0.489, -0.986, 0.499, 0.498, -0.982], "total_charge": 1, "gap_ha": 0.42194, "spin_multiplicity": 1, "e_homo_ha": -0.5169}



3.
{"formula": "C51H38BrMoN4O4S3", "method": "ωB97M-V/def2-TZVPD", "elements": ["Mo", "Br", "C", "C", "C", "C", "C", "C", "N", "N", "C", "C", "C", "C", "O", "C", "N", "C", "C", "C", "C", "H", "H", "H", "H", "H", "H", "H", "H", "H", "C", "C", "C", "C", "C", "C", "C", "S", "O", "C", "C", "C", "C", "C", "C", "C", "C", "C", "C", "C", "C", "C", "C", "C", "C", "C", "C", "C", "C", "S", "O", "C", "C", "C", "C", "C", "C", "C", "H", "H", "H", "H", "H", "H", "H", "H", "H", "H", "H", "H", "H", "H", "H", "H", "H", "H", "H", "H", "H", "H", "H", "H", "H", "H", "S", "C", "N", "C", "O", "H", "H", "H"], "positions_angstrom": [[-0.3827, -1.2732, -0.7179], [6.1748, 0.4632, 4.0907], [6.1746, -1.2177, 3.1911], [5.0132, -1.9750, 3.2005], [4.9612, -3.1261, 2.4478], [6.0714, -3.5325, 1.6973], [7.2591, -2.8056, 1.7733], [7.3057, -1.6374, 2.5080], [5.9938, -4.6760, 0.9073], [5.0703, -4.8551, 0.1138], [4.1886, -3.8522, -0.2453], [4.6414, -2.5820, -0.6113], [3.7869, -1.5439, -0.9421], [2.4158, -1.7469, -0.8158], [1.4710, -0.8362, -0.9694], [1.9348, -3.0383, -0.5135], [0.5681, -3.1144, -0.4965], [0.0396, -4.3426, -0.3724], [0.8210, -5.4815, -0.2278], [2.2009, -5.4025, -0.1520], [2.7964, -4.1399, -0.3060], [4.1492, -1.6496, 3.7612], [4.0606, -3.7232, 2.4377], [8.1143, -3.1291, 1.2037], [8.2021, -1.0371, 2.5359], [5.7057, -2.4174, -0.6659], [4.1744, -0.5876, -1.2546], [-1.0423, -4.4058, -0.3762], [0.3371, -6.4419, -0.1743], [2.8140, -6.2785, -0.0130], [5.7545, 3.0922, -0.6237], [4.3024, 2.7411, -0.5874], [3.5766, 2.8366, 0.5976], [2.2208, 2.5618, 0.6296], [1.5831, 2.1553, -0.5337], [2.2910, 2.0402, -1.7194], [3.6435, 2.3230, -1.7409], [-0.2099, 2.0273, -0.6032], [-0.5326, 0.8693, -1.5132], [-0.5596, 1.2893, 1.0031], [0.2587, 0.3036, 1.5984], [-0.2001, -0.3345, 2.7289], [-1.4749, -0.0496, 3.2697], [-1.9881, -0.7606, 4.3743], [-3.2383, -0.4867, 4.8574], [-4.0147, 0.5300, 4.2803], [-3.5449, 1.2502, 3.2155], [-2.2778, 0.9635, 2.6729], [-1.7943, 1.6182, 1.5125], [-2.6474, 2.5266, 0.7133], [-2.8094, 3.9012, 1.0159], [-2.1744, 4.5156, 2.1181], [-2.3464, 5.8487, 2.3706], [-3.1476, 6.6310, 1.5229], [-3.7737, 6.0670, 0.4452], [-3.6294, 4.6905, 0.1631], [-4.2636, 4.0844, -0.9423], [-4.0933, 2.7541, -1.2128], [-3.2815, 1.9783, -0.3800], [-3.0298, 0.1708, -0.5749], [-3.9740, -0.4461, 0.3609], [-3.6931, -0.0771, -2.2228], [-4.8194, -0.8603, -2.3938], [-5.2770, -1.1170, -3.6732], [-4.6089, -0.6046, -4.7815], [-5.1325, -0.8339, -6.1620], [-3.4581, 0.1546, -4.5850], [-2.9919, 0.4178, -3.3112], [6.3597, 2.1939, -0.7402], [6.0533, 3.5912, 0.2945], [5.9726, 3.7430, -1.4689], [4.0772, 3.1448, 1.4999], [1.6625, 2.6625, 1.5485], [1.7760, 1.7303, -2.6157], [4.1883, 2.2384, -2.6678], [1.2822, 0.1529, 1.2595], [0.4206, -1.0697, 3.2230], [-1.3857, -1.5469, 4.8047], [-3.6389, -1.0615, 5.6800], [-4.9956, 0.7306, 4.6816], [-4.1441, 2.0309, 2.7724], [-1.5694, 3.9086, 2.7763], [-1.8644, 6.3108, 3.2205], [-3.2599, 7.6838, 1.7298], [-4.3894, 6.6699, -0.2073], [-4.8912, 4.6932, -1.5747], [-4.5802, 2.2916, -2.0556], [-5.3185, -1.2484, -1.5191], [-6.1635, -1.7166, -3.8119], [-5.5482, -1.8332, -6.2614], [-4.3504, -0.6921, -6.9035], [-5.9302, -0.1206, -6.3712], [-2.9284, 0.5439, -5.4422], [-2.0933, 0.9962, -3.1494], [-3.1922, -3.2433, 2.3844], [-2.2784, -2.4977, 1.3644], [-1.5355, -1.9643, 0.5879], [-1.4933, -2.5811, -3.2214], [-1.0946, -1.5619, -2.3779], [-2.5477, -2.8172, -3.0284], [-0.8826, -3.4813, -3.0522], [-1.3868, -2.2625, -4.2640]], "mulliken_charge": [0.890, -0.177, 0.076, -0.584, 0.134, -0.077, -0.302, -0.512, -0.635, -0.311, -0.425, -0.469, -0.969, 1.475, -0.534, 0.211, 0.507, -0.385, -1.266, -0.710, 0.317, 0.507, 0.474, 0.478, 0.443, 0.589, 0.593, 0.657, 0.414, 0.582, -1.477, 1.099, -1.195, -0.516, 0.834, -0.605, -1.055, 0.592, -0.025, 1.014, -0.059, -1.281, 0.567, -1.071, -0.658, -0.865, -0.959, 0.788, -0.226, 0.359, 0.657, -0.786, -0.985, -0.575, -1.106, 0.797, -1.404, -1.031, 0.448, 2.549, -0.805, -0.637, -0.658, -0.922, 1.150, -1.667, -0.980, -0.168, 0.298, 0.386, 0.374, 0.398, 0.456, 0.466, 0.407, 0.614, 0.512, 0.470, 0.434, 0.444, 0.608, 0.540, 0.447, 0.424, 0.459, 0.434, 0.595, 0.607, 0.425, 0.418, 0.391, 0.284, 0.390, 0.493, -0.257, 1.048, -1.373, -0.898, -0.268, 0.244, 0.364, 0.231], "total_charge": 1, "gap_ha": [0.22040, 0.22027], "spin_multiplicity": 1, "e_homo_ha": [-0.3606, -0.3609]}



4.
{"formula": "C16H26AsN2O3ReS6Sb", "method": "ωB97M-V/def2-TZVPD", "elements": ["Re", "S", "Sb", "S", "S", "S", "N", "C", "C", "O", "O", "H", "H", "H", "H", "H", "S", "C", "N", "O", "S", "C", "C", "C", "C", "H", "H", "H", "H", "H", "H", "H", "H", "C", "As", "C", "C", "C", "C", "C", "C", "C", "C", "H", "H", "H", "H", "H", "H", "H", "H", "H", "H", "H", "H", "H"], "positions_angstrom": [[11.7412, 13.1685, 9.9412], [14.5716, 10.1863, 12.4932], [16.3000, 9.2160, 11.4817], [15.2087, 12.4205, 9.8409], [13.2672, 11.6545, 9.7947], [16.2436, 10.7082, 9.4632], [8.7157, 13.3325, 5.9448], [8.8702, 14.3802, 7.1420], [9.9177, 13.9739, 8.1559], [10.0209, 14.5980, 9.2131], [10.6774, 12.9632, 7.9403], [9.3746, 12.5571, 6.2344], [9.0762, 13.6507, 5.0332], [7.7036, 13.0785, 5.8346], [7.9092, 14.3794, 7.5952], [9.0961, 15.3549, 6.7451], [12.5264, 13.0780, 14.4628], [12.0846, 13.3367, 13.0037], [11.8237, 13.5255, 11.7696], [12.9435, 14.3438, 8.7698], [12.7040, 15.5032, 7.7329], [14.2818, 15.4597, 6.8954], [15.2883, 16.0148, 7.8890], [14.5851, 17.2387, 8.5444], [13.1052, 17.0005, 8.6245], [14.2213, 16.0102, 5.9663], [14.4642, 14.4145, 6.6529], [16.1848, 16.2715, 7.3954], [15.5298, 15.2739, 8.6379], [14.8026, 18.0781, 7.8980], [14.9563, 17.5606, 9.5083], [12.5627, 17.7674, 8.1010], [12.6128, 16.7820, 9.5998], [8.3357, 11.2922, 10.0103], [10.2410, 11.1307, 10.1190], [10.7779, 9.8057, 8.7860], [10.7617, 10.3714, 11.8449], [10.1493, 9.0049, 12.1352], [10.9659, 7.8953, 11.9850], [10.5092, 6.6047, 12.2656], [9.1592, 6.4646, 12.5926], [8.3301, 7.5766, 12.8376], [8.8438, 8.8632, 12.4875], [7.9862, 10.3457, 10.3577], [8.1094, 11.3433, 8.9547], [8.0501, 12.1334, 10.6616], [10.2773, 8.8342, 8.9476], [11.8256, 9.6092, 8.9474], [10.3768, 10.2044, 7.8396], [10.5700, 11.2092, 12.5843], [11.8804, 10.2309, 11.7405], [12.0486, 8.0574, 11.8891], [11.1107, 5.7498, 12.1532], [8.7289, 5.4858, 12.8208], [7.3475, 7.4150, 13.1793], [8.2482, 9.7401, 12.7613]], "nbo_charge": [0.999, -0.663, 1.160, 0.092, 0.239, -0.302, -0.708, -0.305, 0.758, -0.621, -0.707, 0.470, 0.462, 0.472, 0.268, 0.277, 0.473, 0.181, -0.678, -0.932, 1.204, -0.577, -0.405, -0.435, -0.572, 0.269, 0.270, 0.262, 0.223, 0.245, 0.262, 0.269, 0.263, -0.940, 1.245, -0.938, -0.716, -0.102, -0.213, -0.179, -0.177, -0.165, -0.229, 0.280, 0.230, 0.269, 0.281, 0.260, 0.239, 0.245, 0.261, 0.209, 0.236, 0.241, 0.237, 0.214], "total_charge": 3, "gap_ha": [0.19733, 0.19736], "spin_multiplicity": 1, "e_homo_ha": [-0.5749, -0.5749]}



What are the ΔE to the lowest compared entry with this formula, charge and spin values for these records? In order: 103.74; 39.51; 0.00; 0.00 kJ/mol.